{"formula": "C23H25IO7", "method": "wB97M-V/def2-TZVPD", "smiles": "CC(=O)OCCCc1ccc2c(c1I)C(=O)c1ccc(CCCO)c(O)c1C2=O.CO", "multiplicity": 1, "homo_energy_ev": -8.610, "orbital_gap_ev": 7.0216, "symbols": ["C", "C", "O", "O", "C", "C", "C", "C", "C", "C", "C", "C", "C", "I", "C", "O", "C", "C", "C", "C", "C", "C", "C", "O", "C", "O", "C", "C", "O", "H", "H", "H", "H", "H", "H", "H", "H", "H", "H", "H", "H", "H", "H", "H", "H", "H", "H", "H", "H", "H", "C", "O", "H", "H", "H", "H"], "xyz": [[7.3655, -1.7186, -2.1352], [6.9930, -0.2360, -1.4576], [6.7948, -0.2747, -0.1132], [6.9469, 0.9830, -2.2799], [5.5722, 1.4568, -2.5055], [4.9363, 2.1387, -1.1569], [4.0927, 3.5219, -1.4072], [2.5633, 3.2381, -0.7931], [2.3266, 3.3946, 0.8269], [0.8303, 3.0633, 1.4153], [-0.3291, 2.6015, 0.3459], [-0.0837, 2.4574, -1.3022], [1.4199, 2.7918, -1.8945], [1.7805, 2.5891, -4.0659], [-1.3628, 1.9443, -2.2499], [-1.6725, 2.4945, -3.4372], [-2.2635, 0.7122, -1.5658], [-2.8133, -0.5389, -2.4719], [-3.6469, -1.7285, -1.7082], [-3.8710, -1.5996, -0.0787], [-4.6819, -2.8667, 0.6473], [-3.4674, -3.8356, 1.2666], [-2.7223, -4.7450, 0.1073], [-1.6085, -3.9622, -0.5194], [-3.3454, -0.3267, 0.8450], [-3.5732, -0.2313, 2.3238], [-2.5142, 0.8631, 0.0809], [-1.8689, 2.1963, 0.8579], [-2.5462, 2.9015, 1.7857], [7.1424, -1.7563, -3.2834], [6.7693, -2.5078, -1.4950], [8.5173, -1.9148, -1.9012], [5.6553, 2.3327, -3.3124], [4.8401, 0.6618, -2.9567], [5.8178, 2.2469, -0.3695], [4.2051, 1.3232, -0.6833], [4.0781, 3.9056, -2.5126], [4.6113, 4.3550, -0.7277], [3.1552, 3.6908, 1.6130], [0.5350, 3.1127, 2.5690], [-2.6090, -0.6092, -3.6429], [-4.0533, -2.6800, -2.2610], [-5.3132, -2.5248, 1.5719], [-5.2777, -3.4777, -0.1545], [-3.8553, -4.4893, 2.1766], [-2.6358, -3.0744, 1.6589], [-3.4549, -5.0857, -0.7503], [-2.2079, -5.6905, 0.6237], [-1.1741, -4.5754, -1.1851], [-2.7170, 0.2167, 2.6562], [-5.1906, -0.0392, 5.1403], [-4.8153, -0.6913, 6.3395], [-4.5217, -0.3588, 4.3378], [-6.2181, -0.3087, 4.8842], [-5.1080, 1.0425, 5.2715], [-5.4259, -0.3883, 7.0329]], "forces_ev_per_a": [[0.298, 0.960, 0.732], [-0.718, -1.089, 5.765], [1.103, 1.050, -8.802], [-1.140, -3.063, 1.597], [-1.219, 2.083, -0.323], [0.020, -1.504, 0.389], [-0.391, -0.106, 1.814], [-1.398, 0.089, 0.231], [-4.061, -1.556, -2.251], [0.421, -0.452, -4.233], [1.824, 0.232, -0.998], [2.405, 0.758, 2.058], [-1.939, 0.225, 5.160], [-0.178, 0.219, 2.205], [-1.419, 1.663, -3.585], [2.206, -3.610, 7.442], [-0.865, -1.542, 1.029], [-0.745, 0.079, 3.967], [1.872, 4.042, 2.781], [0.301, 1.235, -1.299], [2.080, 0.203, 0.219], [0.625, 0.692, -0.478], [0.452, -0.399, 0.549], [-0.894, -1.820, -0.213], [1.002, 0.687, -3.201], [2.494, 0.186, -3.733], [-0.933, -2.579, -1.694], [-2.100, 2.303, 2.552], [4.406, -4.683, -5.537], [0.461, 0.063, 2.336], [1.102, 1.736, -1.508], [-2.505, 0.567, -0.704], [0.136, -2.089, 1.656], [1.648, 1.191, 0.930], [-1.905, 0.040, -1.801], [1.572, 1.883, -0.942], [-0.137, -0.946, 2.145], [-1.341, -1.700, -1.581], [-1.700, -0.644, -2.161], [0.810, -0.052, -2.907], [-0.434, 0.388, 2.970], [0.930, 2.174, 1.240], [1.010, -0.454, -2.108], [0.942, 1.416, 1.614], [0.805, 1.260, -2.118], [-1.776, -1.857, -0.645], [1.211, 0.574, 1.839], [-1.405, 1.887, -1.085], [-0.836, 1.093, 1.262], [-2.019, -0.819, -0.688], [-0.054, 0.079, 0.045], [-0.169, -0.062, 0.653], [-0.196, 0.011, 0.287], [-0.013, 0.137, -0.251], [-0.073, 0.068, -0.268], [0.431, -0.246, -0.350]], "nbo_charge": [-0.732, 0.795, -0.578, -0.556, -0.081, -0.456, -0.464, 0.011, -0.227, -0.179, -0.110, -0.099, -0.197, 0.227, 0.523, -0.516, -0.094, -0.199, -0.194, -0.017, -0.448, -0.432, -0.084, -0.741, 0.320, -0.702, -0.156, 0.515, -0.524, 0.238, 0.258, 0.255, 0.202, 0.196, 0.253, 0.229, 0.243, 0.236, 0.259, 0.263, 0.261, 0.245, 0.246, 0.224, 0.229, 0.236, 0.167, 0.181, 0.469, 0.501, -0.251, -0.725, 0.198, 0.158, 0.161, 0.460]}